Density functional theory data (ωB97M-V/def2-TZVPD) for one molecule with the formula C4H8O3 at a distorted geometry.

ORCA input file:
```
! RIJCOSX wB97M-V def2-TZVPD def2/J DEFGRID3
* xyz 0 1
O 1.95 -0.78 1.92
O 1.56 -1.06 -0.32
O -0.12 0.83 1.43
C 2.22 -1.23 0.83
C 0.09 -0.43 -0.57
C -0.32 0.86 0.04
C -1.87 0.79 -0.73
H -2.20 1.82 -0.83
H -0.62 -1.17 -0.20
H 3.13 -1.87 0.75
H -1.96 0.39 -1.78
H -2.65 0.22 -0.19
H 0.63 0.17 1.66
H 0.10 1.79 -0.37
H 0.04 -0.33 -1.64
*
```

## Properties
Frontier orbital gap in eV: 10.98
E_HOMO in hartree: -0.3732
Calculated total energy in eV: -10418.3638
Energy above the lowest of the compared OMol25 structures with the same formula, charge and spin in kJ/mol: 254.69
Structure (SMILES): C[C@@H](O)COC=O